1.
Density functional theory data (ωB97M-V/def2-TZVPD) for a 5-piece molecular cluster, C24H34BFN7O overall at a distorted geometry.

Properties
Orbital gap: 4.7 eV
Total charge: +1
LUMO: -4.89 eV
HOMO level: -9.57 eV

Last column: Löwdin charge in e.
CARTESIAN COORDINATES (ANGSTROEM)
C -5.13778 3.78402 4.27575  0.03
B -3.68313 3.26566 4.28493  -0.44
O -2.66269 3.94264 4.85945  0.21
N -3.32305 1.93237 3.56073  0.04
C -2.71952 0.95464 4.21788  0.04
C -2.38835 -0.22010 3.54685  0.11
C -2.71248 -0.24870 2.21503  -0.18
F -2.40760 -1.30264 1.49316  0.16
C -3.37365 0.81960 1.57806  -0.17
C -3.70546 0.81290 0.12224  -0.09
C -2.39784 0.82289 -0.70785  -0.17
C -1.43943 1.92656 -0.26072  -0.28
N -0.27194 2.04573 -1.14149  0.01
N -3.67629 1.89514 2.28081  0.23
H -5.84347 3.07720 4.70634  0.08
H -5.16636 4.73562 4.79409  0.08
H -5.44738 3.97031 3.24521  0.08
H -2.17196 3.47409 5.54465  0.13
H -2.47888 1.08143 5.26031  0.15
H -1.89397 -1.03535 4.04764  0.15
H -4.23969 1.73727 -0.07546  0.13
H -4.34124 -0.03247 -0.12408  0.14
H -1.91777 -0.14858 -0.61505  0.10
H -2.67433 0.99563 -1.74326  0.12
H -1.97276 2.87381 -0.27656  0.12
H -1.05270 1.73414 0.74253  0.10
H -0.51999 2.57256 -1.96678  0.08
H 0.02610 1.12684 -1.44516  0.05
N 1.38129 -0.40380 0.19583  -0.02
C 1.28029 -1.52754 0.97905  -0.17
C 2.33057 -2.34961 0.66749  -0.09
C 3.09666 -1.69640 -0.33540  -0.08
C 2.48824 -0.50114 -0.60628  -0.13
H 0.74490 0.37012 0.20706  0.09
H 0.47458 -1.64401 1.68412  0.10
H 2.52959 -3.31253 1.10659  0.11
H 3.99205 -2.06581 -0.80516  0.10
H 2.74611 0.28604 -1.29477  0.12
N 0.19369 -3.11096 -1.69852  0.02
C -0.57339 -4.23484 -1.56723  -0.14
C -0.73673 -4.78469 -2.81214  -0.10
C -0.03697 -3.95960 -3.73247  -0.10
C 0.52693 -2.93864 -3.01162  -0.15
H 0.47298 -2.50714 -0.94439  0.08
H -0.93562 -4.54907 -0.60301  0.10
H -1.29254 -5.67872 -3.03831  0.09
H 0.04347 -4.10206 -4.79762  0.09
H 1.13349 -2.10219 -3.31478  0.09
N 2.83861 2.58279 2.62544  0.01
C 3.14118 3.05516 3.87375  -0.14
C 3.20404 1.98378 4.72384  -0.11
C 2.93237 0.81780 3.95559  -0.11
C 2.71197 1.21949 2.66363  -0.14
H 2.73057 3.14981 1.80474  0.14
H 3.28870 4.10692 4.04865  0.11
H 3.42640 2.02881 5.77666  0.09
H 2.90725 -0.19954 4.30972  0.09
H 2.47523 0.65531 1.77497  0.07
N 2.78920 -2.11217 -5.49378  0.00
C 1.87195 -1.74416 -6.44054  -0.15
C 2.53329 -1.04747 -7.41607  -0.11
C 3.90484 -0.99755 -7.04534  -0.11
C 4.03054 -1.66487 -5.85671  -0.14
H 2.58557 -2.63493 -4.66195  0.11
H 0.83310 -2.00894 -6.33917  0.10
H 2.08612 -0.62327 -8.29911  0.09
H 4.70558 -0.52757 -7.59072  0.09
H 4.89219 -1.85910 -5.24151  0.10

=====

2.
Density functional theory data (ωB97M-V/def2-TZVPD) for C24H34CeN6S3Se as an isolated structure at a distorted geometry.

Properties
Orbital gap (alpha / beta): 6.0 / 6.0 eV
Total charge: +2
LUMO (alpha / beta): -7.76 / -7.75 eV
HOMO level (alpha / beta): -13.73 / -13.72 eV

Last column: Löwdin charge in e.
CARTESIAN COORDINATES (ANGSTROEM)
Ce -7.44958 -16.28187 -2.36327  0.72
C -6.35984 -19.14491 -5.07927  -0.15
C -5.26816 -18.11753 -4.82858  -0.12
N -5.36589 -17.30616 -3.52562  -0.13
C -4.69318 -17.95605 -2.36897  -0.16
C -5.57753 -19.02111 -1.70096  -0.13
N -6.67197 -18.32984 -0.96426  -0.20
C -7.73837 -19.21982 -0.48347  -0.18
C -9.01112 -19.46488 -1.37185  -0.13
C -10.14805 -18.43369 -1.38040  -0.15
N -9.84299 -17.09560 -1.99423  -0.15
C -10.38176 -16.92407 -3.38009  -0.18
C -9.80956 -17.89935 -4.38715  -0.18
N -8.34679 -17.67676 -4.54302  -0.13
C -7.74214 -18.63990 -5.47808  -0.17
H -6.46258 -19.78202 -4.20126  0.10
H -5.96825 -19.77166 -5.88055  0.14
H -5.27316 -17.38407 -5.63038  0.13
H -4.26915 -18.63313 -4.84202  0.15
H -4.85055 -16.44473 -3.69835  0.05
H -4.41290 -17.23002 -1.62316  0.12
H -3.75513 -18.31078 -2.72444  0.13
H -4.99197 -19.62243 -1.00712  0.15
H -5.92087 -19.69710 -2.43458  0.09
H -6.32264 -17.92297 -0.12847  0.04
H -8.04455 -18.80585 0.50055  0.12
H -7.26536 -20.19734 -0.30692  0.13
H -9.44405 -20.32487 -0.86593  0.13
H -8.75024 -19.79826 -2.35941  0.10
H -10.56391 -18.24058 -0.38091  0.14
H -10.98179 -18.89201 -1.92412  0.13
H -10.24774 -16.36892 -1.41756  0.10
H -10.16136 -15.87985 -3.66737  0.13
H -11.44735 -17.05911 -3.47391  0.14
H -10.37332 -17.74063 -5.33251  0.16
H -9.92514 -18.95271 -4.10970  0.12
H -8.36103 -16.80647 -5.07897  0.06
H -7.69732 -18.22332 -6.47621  0.14
H -8.45938 -19.49100 -5.46372  0.14
S -2.27403 -14.34229 -1.44746  0.76
C -3.74441 -14.17244 -2.11258  -1.06
S -4.13289 -13.97806 -3.86431  1.05
C -5.81777 -14.18804 -3.48300  -1.07
N -6.06088 -14.31158 -2.18548  -0.20
N -4.92486 -14.16765 -1.39473  -0.15
C -5.06378 -13.43176 -0.19493  -0.28
C -4.72658 -13.99121 1.03832  -0.04
C -4.74075 -13.18605 2.16448  -0.04
C -5.00749 -11.81727 2.04522  -0.03
C -5.29346 -11.24863 0.79807  -0.05
C -5.33601 -12.06825 -0.28861  -0.03
S -7.15637 -14.54380 -4.52712  0.71
H -4.40160 -15.04556 1.05530  0.12
H -4.49350 -13.58355 3.09585  0.10
H -4.89336 -11.20681 2.91830  0.11
H -5.46301 -10.15704 0.77087  0.13
H -5.54740 -11.69517 -1.29526  0.13
Se -7.74133 -15.91726 0.29312  0.92
C -8.95292 -14.44757 0.08274  -0.57
C -8.72663 -13.33148 -0.73967  -0.11
C -9.55689 -12.21875 -0.59156  -0.05
C -10.60111 -12.18017 0.33006  -0.05
C -10.85959 -13.29547 1.09429  -0.05
C -10.05298 -14.42918 0.97954  -0.11
H -7.87583 -13.34601 -1.42018  0.06
H -9.40814 -11.28019 -1.14292  0.12
H -11.17302 -11.27188 0.46828  0.12
H -11.64571 -13.31995 1.81331  0.11
H -10.19472 -15.23204 1.66319  0.09

=====

3.
Density functional theory data (ωB97M-V/def2-TZVPD) for C24H34CuGeNO2Si as an isolated structure at a distorted geometry.

Properties
Orbital gap (alpha / beta): 6.9 / 6.9 eV
LUMO (alpha / beta): -1.69 / -1.69 eV
HOMO level (alpha / beta): -8.59 / -8.59 eV

Last column: Löwdin charge in e.
CARTESIAN COORDINATES (ANGSTROEM)
Cu -0.43830 0.12302 -0.63973  0.29
C 0.78649 3.17533 -2.02057  -0.22
Si -0.79718 2.26579 -1.32625  0.64
C -2.38430 2.33499 -2.40998  -0.17
C -1.28797 3.10261 0.27954  -0.29
C -0.53891 4.13880 0.83991  -0.12
C -0.85855 4.64000 2.05459  -0.09
C -2.02877 4.20492 2.69302  -0.06
C -2.78354 3.12632 2.13833  -0.09
C -2.52390 2.66334 0.88797  -0.11
H 0.56208 4.29030 -2.04756  0.05
H 0.91525 2.75341 -3.00607  0.00
H 1.68449 2.98927 -1.40856  0.00
H -2.18706 2.66833 -3.42645  0.03
H -3.14964 3.00564 -1.90536  0.06
H -2.84262 1.32012 -2.55200  0.01
H 0.35429 4.52202 0.35772  0.10
H -0.09932 5.20380 2.54018  0.10
H -2.32874 4.64798 3.61556  0.09
H -3.55102 2.67089 2.82683  0.12
H -3.02560 1.77303 0.49057  0.10
O -2.96809 -0.81600 -2.65943  0.05
C -2.92537 -1.16954 -1.47904  -0.46
N -1.96268 -0.99786 -0.57546  0.03
C -2.24342 -1.56734 0.63614  -0.42
O -1.60543 -1.38355 1.68462  0.05
C -3.42106 -2.39379 0.44054  -0.14
C -4.00704 -3.27304 1.22519  -0.01
C -5.11510 -3.99305 0.73106  -0.08
C -5.66321 -3.71704 -0.47849  -0.05
C -5.00843 -2.75138 -1.39702  0.06
C -3.89791 -2.10584 -0.84949  -0.08
H -3.68575 -3.41329 2.27431  0.14
H -5.52124 -4.78281 1.33360  0.10
H -6.53371 -4.26269 -0.83223  0.10
H -5.32169 -2.57635 -2.40441  0.10
C 3.18105 -3.39219 3.49055  -0.13
C 1.84733 -2.78030 3.25771  -0.30
C 1.68615 -2.11003 1.91653  -0.33
C 2.35993 -0.78419 1.69224  -0.33
Ge 1.76348 0.20657 0.02379  0.86
C 2.82936 -0.63592 -1.42851  -0.39
C 4.25712 -0.17890 -1.46732  -0.32
C 4.73172 0.18234 -2.89552  -0.26
C 3.93612 1.33012 -3.48667  -0.10
H 3.20077 -3.67155 4.53927  0.07
H 3.98649 -2.69286 3.46117  0.05
H 3.47261 -4.23102 2.76473  0.11
H 1.53609 -2.07976 4.04837  0.12
H 1.11294 -3.59554 3.31112  0.11
H 0.57340 -1.92744 1.80986  0.09
H 1.96113 -2.78932 1.15608  0.09
H 3.47724 -0.87152 1.41551  0.09
H 2.22199 -0.08097 2.55627  0.08
H 2.40860 1.60276 0.36201  -0.03
H 2.19129 -0.45598 -2.31090  0.05
H 2.76376 -1.69763 -1.13310  0.06
H 4.86499 -0.88134 -0.91187  0.10
H 4.29762 0.69415 -0.72842  0.09
H 4.61405 -0.80465 -3.44376  0.13
H 5.80669 0.37585 -2.86104  0.10
H 2.92056 1.10110 -3.21946  0.04
H 4.09387 1.47403 -4.48648  0.04
H 4.30658 2.27784 -3.06372  0.09

=====

4.
Density functional theory data (ωB97M-V/def2-TZVPD) for a 7-piece molecular cluster, C24H34F12N2O11 overall at a distorted geometry.

Properties
Orbital gap: 11.2 eV
SMILES: CCOC(=O)C(F)(F)F.CCOC(=O)C(F)(F)F.CCOC(=O)C(F)(F)F.CCOC(=O)C(F)(F)F.CCOC(=O)OC.CC#N.CC#N
LUMO: 0.44 eV
HOMO level: -10.74 eV

Last column: Löwdin charge in e.
CARTESIAN COORDINATES (ANGSTROEM)
C -5.15581 21.90376 4.62640  -0.07
C -5.56275 23.33383 4.56299  -0.27
N -5.88210 24.42647 4.52507  0.11
H -4.47445 21.66706 5.45582  0.09
H -4.74185 21.60041 3.66802  0.05
H -5.97935 21.24969 4.77378  0.03
C -6.57297 18.62273 0.34285  -0.04
C -6.03974 19.83839 0.95972  -0.24
N -5.72722 20.88919 1.32414  0.17
H -5.87715 18.19535 -0.38183  0.07
H -7.47847 18.82690 -0.24625  0.07
H -6.82830 17.88211 1.10264  0.07
C -9.76892 13.97891 1.55684  -0.05
C -10.11985 15.45719 1.31947  -0.15
O -9.09313 16.13821 0.46205  0.01
C -9.19938 15.83791 -0.82036  -0.67
O -10.08126 15.14095 -1.34231  0.09
O -8.21978 16.37923 -1.40882  0.01
C -8.15367 16.41767 -2.89387  0.04
H -10.57245 13.65648 2.21276  0.08
H -8.82507 13.78002 2.07256  0.07
H -9.78022 13.39784 0.63747  0.08
H -10.06785 15.98328 2.28682  0.11
H -11.12573 15.52062 0.89196  0.12
H -7.47561 17.26878 -3.11737  0.09
H -9.09420 16.52740 -3.38266  0.09
H -7.70428 15.50337 -3.27443  0.10
C -7.57438 24.53392 -0.40561  -0.05
C -7.74907 23.03010 -0.34652  -0.18
O -7.96791 22.65555 -1.73770  0.02
C -8.39107 21.41151 -1.91279  -0.42
O -8.72500 20.67572 -1.05772  0.16
C -8.68976 20.97699 -3.34006  -0.51
F -7.58028 20.31743 -3.83917  0.12
F -9.67025 20.09947 -3.44747  0.19
F -8.90316 22.04397 -4.11403  0.18
H -6.75620 24.79282 -1.11483  0.09
H -7.37473 24.96753 0.57789  0.09
H -8.48834 25.00645 -0.79014  0.08
H -8.61861 22.70746 0.24231  0.13
H -6.88661 22.46942 -0.06223  0.07
C -10.17242 19.03199 1.74673  -0.05
C -9.09637 19.35847 2.74747  -0.16
O -8.50352 18.08128 3.17318  0.01
C -7.58540 18.27834 4.13262  -0.37
O -7.21497 19.27940 4.68460  0.16
C -6.99151 16.85205 4.44336  -0.59
F -6.67393 16.17634 3.32930  0.16
F -5.92191 16.96624 5.19795  0.19
F -7.88240 16.16678 5.09475  0.21
H -11.03233 18.53527 2.16813  0.08
H -9.80845 18.55612 0.89361  0.04
H -10.65860 19.95593 1.44859  0.09
H -9.45226 19.90197 3.60354  0.12
H -8.29810 19.97233 2.27325  0.11
C -4.38680 22.45773 -2.33002  -0.07
C -4.23957 21.00884 -2.14021  -0.19
O -4.22478 20.41536 -3.47801  0.05
C -4.56104 19.14826 -3.52792  -0.43
O -4.77116 18.39791 -2.64116  0.16
C -4.69315 18.69816 -5.00855  -0.60
F -4.73618 19.71544 -5.86072  0.18
F -3.67291 17.93939 -5.34387  0.19
F -5.76761 17.95579 -5.07786  0.19
H -4.48548 22.93559 -1.36126  0.08
H -5.26600 22.70138 -2.93811  0.09
H -3.51526 22.84719 -2.86368  0.09
H -5.10891 20.61817 -1.58237  0.11
H -3.30980 20.70187 -1.63053  0.15
C -4.83052 15.14410 -0.57671  -0.05
C -4.24132 13.81019 -0.25602  -0.20
O -5.15167 12.95625 0.43656  0.05
C -5.08707 13.16132 1.72486  -0.46
O -4.47070 13.90515 2.35808  0.21
C -5.86745 11.97531 2.44328  -0.51
F -4.97722 11.05910 2.85131  0.16
F -6.55055 12.45507 3.50852  0.14
F -6.75466 11.34897 1.66050  0.15
H -5.16248 15.66303 0.34676  0.08
H -5.76910 15.06991 -1.12664  0.07
H -4.16129 15.85550 -1.09503  0.09
H -3.29335 13.93566 0.29533  0.14
H -4.16207 13.18489 -1.12425  0.13

=====

Q: Which formula does entry 3 have?
A: C24H34CuGeNO2Si